DFT (ωB97M-V/def2-TZVPD) results for a 3-piece molecular cluster, C10H28B2O6 overall at a distorted geometry.

Calculated values
SMILES string = CBB(O)OC.COCCOC.COCCOC
E_HOMO = -9.2 eV
LUMO energy = -0.08 eV
spin multiplicity = 1
orbital gap = 0.3369 hartree
net charge = 0

Geometry (Å):
C 2.05850 3.18164 1.72104
B 0.46639 3.11728 1.23185
B -0.71815 4.14369 1.80737
O -0.63372 5.62997 1.64315
O -1.88844 3.63133 2.54678
C -2.90507 3.04951 1.65671
H 2.71914 2.55039 0.96471
H 2.45391 4.30613 1.65705
H 2.19808 2.71749 2.78900
H 0.15424 2.32862 0.41848
H -0.86217 5.89501 0.69885
H -2.61224 3.01361 0.52325
H -3.07838 1.92886 2.01430
H -3.94400 3.62240 1.78424
C 3.18557 -1.17764 -3.04320
O 1.86441 -0.90253 -3.49622
C 0.90542 -0.94281 -2.43353
C 0.54131 0.46775 -1.95658
O 1.66080 1.11440 -1.34403
C 2.30272 2.03274 -2.22186
H 3.88620 -0.88126 -3.83057
H 3.43351 -0.62563 -2.13402
H 3.29571 -2.25208 -2.86205
H 1.26977 -1.55868 -1.60268
H 0.00577 -1.41985 -2.83479
H -0.23981 0.38943 -1.19321
H 0.14459 1.07321 -2.78051
H 1.70860 2.94936 -2.29197
H 2.45007 1.61425 -3.21996
H 3.28129 2.28139 -1.80323
C 0.46081 -2.83516 0.80053
O -0.64206 -2.86981 -0.09883
C -1.36875 -4.10129 -0.02141
C -2.64558 -3.94443 0.81218
O -2.34097 -3.67361 2.18349
C -2.46596 -2.29230 2.50344
H 0.80599 -1.79915 0.87927
H 0.19060 -3.18640 1.79874
H 1.27756 -3.44774 0.40427
H -0.73498 -4.90377 0.37446
H -1.64943 -4.36992 -1.04464
H -3.19879 -4.88908 0.78800
H -3.29560 -3.16513 0.39627
H -3.52477 -2.03340 2.60339
H -2.00142 -1.65138 1.75080
H -1.97069 -2.11539 3.46161

***

DFT (ωB97M-V/def2-TZVPD) results for C10H28BF3NaO8 as an isolated structure at a distorted geometry.

Calculated values
relative energy (zero: lowest compared OMol25 entry of this formula, charge and spin) = 103.7 kcal/mol
E_HOMO = -4.2 eV
LUMO energy = 1.82 eV
spin multiplicity = 1
orbital gap = 0.2210 hartree
net charge = -1

Geometry (Å):
Na 1.68898 -16.53934 -14.33095
B 3.35655 -14.43588 -13.67727
H 4.38243 -14.13808 -13.82933
H 3.14054 -15.42896 -13.31480
H 2.92542 -13.73688 -12.97743
H 2.82167 -14.40733 -14.61393
C 0.72325 -18.16375 -11.13071
O 1.88451 -19.01792 -10.91707
O 1.12427 -16.99636 -11.77248
C -0.47564 -19.07747 -11.62717
F -0.27524 -20.32099 -11.87309
F -1.62207 -19.06350 -10.86117
F -0.92465 -18.62272 -12.81105
C 2.15907 -19.67843 -9.63437
C 3.61914 -20.16269 -9.73392
H 4.22277 -20.27805 -8.83368
H 3.46843 -21.02100 -10.38866
H 4.18676 -19.46048 -10.34448
H 1.48316 -20.51807 -9.47242
H 2.08915 -18.96138 -8.81641
H 0.43667 -17.65994 -10.20759
C 0.76646 -14.83917 -18.55517
C 1.09630 -13.74659 -19.59791
O 1.00531 -12.36988 -19.14219
O 1.71186 -14.78487 -17.49609
H 0.69911 -15.84448 -18.97101
H -0.22340 -14.59837 -18.16749
H 0.57229 -13.76315 -20.55355
H 2.12798 -13.88030 -19.92329
H 0.70506 -12.58883 -18.25703
H 1.55121 -15.56791 -16.96444
C 2.16181 -18.51057 -16.56581
C 2.52843 -19.38834 -15.27767
O 3.21603 -18.58429 -14.27783
O 1.11780 -17.59917 -16.37623
H 1.77556 -19.22489 -17.29290
H 3.12824 -18.08855 -16.84151
H 2.99864 -20.31788 -15.59856
H 1.59907 -19.74979 -14.83751
H 4.01301 -19.08395 -14.08608
H 0.26849 -17.94971 -16.65442
C -1.96864 -15.26993 -14.66806
C -3.13642 -16.25658 -14.89815
O -2.99820 -16.97920 -16.15355
O -0.83023 -15.92055 -14.20529
H -2.32004 -14.71601 -13.79756
H -1.94401 -14.45926 -15.39627
H -4.10998 -15.79390 -14.73634
H -3.19018 -16.97690 -14.08184
H -3.78926 -17.51535 -16.24505
H -1.01009 -16.11808 -13.28322

***

DFT (ωB97M-V/def2-TZVPD) results for C10H28N3OPPdS4SbSe2 as an isolated structure.

Calculated values
relative energy (zero: lowest compared OMol25 entry of this formula, charge and spin) = 57.5 kcal/mol
E_HOMO (spin up / spin down) = -2.7 / -4.0 eV
LUMO energy (spin up / spin down) = 2.07 / 2.00 eV
⟨S²⟩ = 2.02
spin multiplicity = 3
orbital gap (spin up / spin down) = 0.1750 / 0.2220 hartree
net charge = -1

Geometry (Å):
Pd -1.34817 0.09321 0.57134
C -3.80880 -1.84629 1.94830
Se -1.91048 -2.14826 1.59585
C -0.63222 -2.92198 -1.33017
C -1.75205 -3.87968 -1.43069
Se -2.18164 -1.59434 -3.55464
C -3.94169 -0.78632 -3.71109
H -4.24401 -2.75290 2.36533
H -4.32420 -1.56860 1.02915
H -3.90364 -1.01831 2.64544
H -0.12139 -2.79000 -0.38656
H -0.04834 -2.69927 -2.21405
H -2.02939 -4.41307 -0.53173
H -1.97803 -4.32940 -2.38686
H -4.48883 -1.29415 -4.50079
H -3.80727 0.27361 -3.91563
H -4.48458 -0.87427 -2.76706
S -5.61332 0.39604 -0.58584
Sb -3.49647 1.28294 -0.64359
S -2.24362 -2.10650 -1.31531
S -2.67531 1.91162 1.51259
S -3.03431 2.85698 -2.24878
C 0.59186 2.00138 -1.43589
N 0.99722 1.91018 -0.02905
C 0.98449 3.18864 0.66033
P 1.70124 0.51460 0.46872
O 0.94852 -0.70119 0.03404
N 3.22861 0.42495 -0.17956
C 3.83277 -0.82527 -0.58366
C 4.13563 1.54508 -0.06391
N 1.90662 0.72753 2.10417
C 0.71324 0.92394 2.93610
C 2.88662 -0.12502 2.76236
H 1.34788 2.54597 -2.01542
H -0.36645 2.51665 -1.52198
H 0.46721 1.00596 -1.86058
H 1.53339 3.93548 0.07437
H 1.44954 3.10458 1.63947
H -0.05089 3.52155 0.77658
H 3.06305 -1.58843 -0.66442
H 4.59453 -1.16316 0.13280
H 4.31714 -0.70991 -1.55824
H 3.58064 2.45906 0.14181
H 4.68417 1.68330 -1.00031
H 4.86967 1.40301 0.74115
H -0.05672 1.47318 2.39504
H 0.99435 1.49028 3.82799
H 0.27651 -0.03406 3.23447
H 3.79529 -0.20328 2.16810
H 2.49522 -1.13344 2.94380
H 3.14643 0.31738 3.72652

***

The highest net charge belongs to which entry? C10H28B2O6